1.
# C3H3NO3

C3H3NO3 in the gas phase (ωB97M-V/def2-TZVPD, the OMol25 dataset).

## Properties
- E_HOMO: -10.81 eV
- SMILES: O=CN(C=O)C=O
- Lowest unoccupied orbital energy: 0.0071 Ha

Structure (XYZ):
```
10
C3H3NO3 | the OMol25 dataset | ωB97M-V/def2-TZVPD
O 2.263 -0.574 -0.082
C 1.402 0.236 0.116
N 0.037 -0.040 -0.032
C -0.912 1.013 -0.007
O -0.590 2.177 -0.033
C -0.495 -1.361 0.009
O -1.691 -1.463 -0.008
H 1.619 1.322 0.246
H -1.919 0.670 0.094
H 0.217 -2.156 0.160
```

2.
# C3H3NO3

C3H3NO3 in the gas phase (ωB97M-V/def2-TZVPD, the OMol25 dataset).

## Properties
- E_HOMO: -9.41 eV
- Lowest unoccupied orbital energy: 0.0060 Ha

Structure (XYZ):
```
10
C3H3NO3 | the OMol25 dataset | ωB97M-V/def2-TZVPD
N -0.516 1.295 -0.807
C -0.464 0.097 -0.479
O 0.561 -0.782 -0.258
C 1.806 -0.314 0.037
O 2.116 0.834 0.165
C -1.829 -0.423 1.064
O -1.663 -0.574 -0.240
H 0.401 1.725 -0.841
H 2.477 -1.177 0.129
H -2.890 -0.681 1.231
```

Which one sits at the top of the stability order? 1 does.

1.
# CH4Cl2N2

A molecular structure, CH4Cl2N2 (ωB97M-V/def2-TZVPD, the OMol25 dataset).

## Properties
- E_HOMO: -8.86 eV
- Lowest unoccupied orbital energy: 0.0207 Ha

Structure (XYZ):
```
9
CH4Cl2N2 | the OMol25 dataset | ωB97M-V/def2-TZVPD
C 0.222 0.463 -0.525
N -0.342 -1.259 -0.154
N 0.781 0.860 0.666
Cl -1.363 -1.746 -1.434
Cl -0.242 1.428 1.947
H -0.646 0.998 -0.903
H 0.967 0.467 -1.350
H -0.830 -1.371 0.712
H 1.453 0.159 1.043
```

2.
# CH4Cl2N2

CH4Cl2N2 in the gas phase (ωB97M-V/def2-TZVPD, the OMol25 dataset).

## Properties
- E_HOMO: -8.95 eV
- SMILES: ClNCNCl
- Lowest unoccupied orbital energy: 0.0200 Ha

Structure (XYZ):
```
9
CH4Cl2N2 | the OMol25 dataset | ωB97M-V/def2-TZVPD
Cl 0.715 -1.455 -1.753
N 1.214 -0.700 -0.258
C 0.260 0.704 0.073
N -1.040 0.458 0.553
Cl -2.165 -0.196 -0.621
H 1.110 -1.257 0.651
H 0.221 1.380 -0.701
H 0.738 1.287 0.761
H -1.052 -0.221 1.295
```

Which one sits at the top of the stability order? 2 does.

1.
# C2H3FO

2 unconnected molecules or ions with the total composition C2H3FO (ωB97M-V/def2-TZVPD, the OMol25 dataset).

## Properties
- E_HOMO: -11.95 eV
- Lowest unoccupied orbital energy: 0.0411 Ha

Structure (XYZ):
```
7
C2H3FO | the OMol25 dataset | ωB97M-V/def2-TZVPD
C 1.100 -1.922 0.992
C -0.430 0.927 -0.496
O 0.995 -2.887 1.557
F -0.246 1.856 -1.472
H -0.124 -0.038 -0.931
H 0.153 1.256 0.405
H -1.447 0.808 -0.056
```

2.
# C2H3FO

A molecular structure, C2H3FO (ωB97M-V/def2-TZVPD, the OMol25 dataset).

## Properties
- E_HOMO: -9.35 eV
- Lowest unoccupied orbital energy: 0.0397 Ha

Structure (XYZ):
```
7
C2H3FO | the OMol25 dataset | ωB97M-V/def2-TZVPD
C -0.707 -0.086 -0.889
C 0.536 -0.082 0.687
O -0.723 -1.030 -1.553
F 0.239 1.180 1.206
H -1.240 0.918 -1.143
H 0.373 -0.770 1.391
H 1.523 -0.130 0.301
```

Which one sits at the top of the stability order? 1 does.

1.
# C3H5OP

C3H5OP in the gas phase (ωB97M-V/def2-TZVPD, the OMol25 dataset).

## Properties
- E_HOMO (spin up / spin down): -8.09 / -8.05 eV
- Lowest unoccupied orbital energy (spin up / spin down): -0.0052 / 0.0012 Ha

Structure (XYZ):
```
10
C3H5OP | the OMol25 dataset | ωB97M-V/def2-TZVPD
C -0.820 -0.097 -0.040
C 0.192 -1.134 -0.272
C 1.204 0.830 0.078
O 1.377 -0.581 0.293
P -2.416 0.212 0.134
H -0.064 -1.949 0.336
H 0.341 -1.416 -1.338
H 1.142 1.331 -0.838
H 1.373 1.270 1.174
H -2.329 1.533 0.473
```

2.
# C3H5OP

2 unconnected molecules or ions with the total composition C3H5OP (ωB97M-V/def2-TZVPD, the OMol25 dataset).

## Properties
- E_HOMO: -8.92 eV
- SMILES: C1=CC1.O=P
- Lowest unoccupied orbital energy: -0.0414 Ha

Structure (XYZ):
```
10
C3H5OP | the OMol25 dataset | ωB97M-V/def2-TZVPD
C -2.351 0.193 0.501
C -1.302 0.860 0.149
C -1.126 -0.614 0.091
H -3.378 -0.001 0.763
H -0.788 1.899 0.183
H -0.367 -1.185 0.675
H -1.234 -1.129 -0.892
O 2.437 -0.129 0.016
P 3.597 -0.476 -0.853
H 4.512 0.582 -0.633
```

Which one sits at the top of the stability order? 2 does.

1.
# C4H11ClN2

C4H11ClN2 in the gas phase (ωB97M-V/def2-TZVPD, the OMol25 dataset).

## Properties
- E_HOMO: -9.02 eV
- SMILES: CC(C)(C)N(N)Cl
- Lowest unoccupied orbital energy: 0.0302 Ha

Structure (XYZ):
```
18
C4H11ClN2 | the OMol25 dataset | ωB97M-V/def2-TZVPD
C -1.316 0.601 -0.734
C -0.110 -0.278 -0.055
C -0.111 -1.639 -0.727
C -0.313 -0.360 1.408
N 1.170 0.457 -0.577
N 1.143 1.696 -0.073
Cl 2.736 -0.420 0.085
H -1.875 1.236 -0.098
H -1.060 1.120 -1.604
H -1.950 -0.240 -0.982
H 0.816 -2.220 -0.503
H 0.070 -1.352 -1.791
H -1.033 -2.055 -0.534
H 0.669 -0.022 1.894
H -0.944 0.477 1.746
H -0.695 -1.186 1.931
H 0.847 1.916 0.925
H 1.957 2.269 -0.312
```

2.
# C4H11ClN2

2 unconnected molecules or ions with the total composition C4H11ClN2 (ωB97M-V/def2-TZVPD, the OMol25 dataset).

## Properties
- E_HOMO: -8.74 eV
- SMILES: [H]/N=N/C(C)(C)C.Cl
- Lowest unoccupied orbital energy: 0.0340 Ha

Structure (XYZ):
```
18
C4H11ClN2 | the OMol25 dataset | ωB97M-V/def2-TZVPD
H -1.404 0.933 -2.492
N -0.625 0.776 -1.754
N -1.122 0.275 -0.742
C -0.348 -0.179 0.418
C 1.148 0.273 0.442
C -1.090 0.429 1.643
C -0.579 -1.678 0.434
H 1.438 -0.148 1.492
H 1.557 -0.072 -0.515
H 1.113 1.305 0.549
H -2.089 0.142 1.689
H -1.210 1.457 1.642
H -0.427 0.284 2.441
H -1.731 -1.847 0.270
H 0.042 -2.264 -0.361
H -0.347 -2.148 1.291
Cl 3.465 1.091 -3.080
H 2.209 1.370 -3.366
```

Which one sits at the top of the stability order? 2 does.

1.
# H9O4S

5 unconnected molecules or ions with the total composition H9O4S (ωB97M-V/def2-TZVPD, the OMol25 dataset).

## Properties
- E_HOMO: -4.41 eV
- Charge: -1
- Lowest unoccupied orbital energy: 0.1383 Ha

Structure (XYZ):
```
14
H9O4S | the OMol25 dataset | ωB97M-V/def2-TZVPD
S 1.439 0.682 -0.099
H 1.571 2.039 0.426
H -0.279 0.366 -1.487
H 0.487 0.269 -2.839
O -0.480 0.137 -2.483
H 0.845 0.051 1.692
H -0.357 -0.059 2.838
O 0.508 -0.320 2.621
H -2.330 2.323 -0.453
H -2.125 1.017 0.189
O -2.804 1.700 0.064
H 1.506 -2.567 -0.835
H 0.798 -2.488 0.470
O 1.219 -3.151 -0.104
```

2.
# H9O4S

5 unconnected molecules or ions with the total composition H9O4S (ωB97M-V/def2-TZVPD, the OMol25 dataset).

## Properties
- E_HOMO: -4.06 eV
- Charge: -1
- Lowest unoccupied orbital energy: 0.1337 Ha

Structure (XYZ):
```
14
H9O4S | the OMol25 dataset | ωB97M-V/def2-TZVPD
S -0.161 -0.781 -0.822
H -1.331 -1.237 -0.374
H 1.927 -1.109 0.880
H 3.266 -0.686 0.352
O 2.874 -1.122 1.115
H -3.006 0.677 -1.457
H -2.356 1.984 -1.198
O -3.237 1.611 -1.336
H 0.410 -1.229 2.509
H -0.715 -1.862 1.799
O -0.498 -1.509 2.674
H 0.360 1.238 -1.513
H 1.636 1.919 -1.069
O 0.833 2.106 -1.562
```

3.
# H9O4S

5 unconnected molecules or ions with the total composition H9O4S (ωB97M-V/def2-TZVPD, the OMol25 dataset).

## Properties
- E_HOMO: -4.30 eV
- Charge: -1
- Lowest unoccupied orbital energy: 0.1420 Ha

Structure (XYZ):
```
14
H9O4S | the OMol25 dataset | ωB97M-V/def2-TZVPD
S 0.955 -0.912 -0.239
H 1.029 -2.194 0.162
H -0.667 -1.934 -1.618
H -1.975 -1.634 -2.384
O -1.460 -2.353 -2.010
H -0.454 0.947 -0.608
H -1.760 1.643 -0.215
O -0.922 1.806 -0.662
H -0.133 0.258 2.766
H -0.611 -0.535 1.557
O -0.864 -0.258 2.454
H 2.155 1.799 -0.472
H 2.171 1.316 0.897
O 2.536 2.050 0.373
```

4.
# H9O4S

5 unconnected molecules or ions with the total composition H9O4S (ωB97M-V/def2-TZVPD, the OMol25 dataset).

## Properties
- E_HOMO: -3.17 eV
- Charge: -1
- Lowest unoccupied orbital energy: 0.1171 Ha

Structure (XYZ):
```
14
H9O4S | the OMol25 dataset | ωB97M-V/def2-TZVPD
S 2.175 2.962 1.741
H 2.730 2.631 2.926
H -0.389 0.378 -1.028
H -1.040 0.333 0.509
O -1.138 0.246 -0.418
H 0.529 -2.533 -1.740
H 1.961 -3.087 -1.605
O 1.125 -3.161 -2.147
H -2.985 -0.414 -0.097
H -3.264 1.001 -0.208
O -3.750 0.333 0.209
H 1.379 1.108 0.066
H 1.348 0.101 1.373
O 1.317 0.102 0.419
```

Which one sits at the top of the stability order? 3 does.

1.
# H9O4S

5 unconnected molecules or ions with the total composition H9O4S (ωB97M-V/def2-TZVPD, the OMol25 dataset).

## Properties
- E_HOMO: -3.67 eV
- Charge: -1
- Lowest unoccupied orbital energy: 0.1135 Ha

Structure (XYZ):
```
14
H9O4S | the OMol25 dataset | ωB97M-V/def2-TZVPD
S -0.026 -0.959 1.666
H -0.313 0.132 2.533
H 3.968 -3.527 -1.077
H 3.840 -5.049 -1.000
O 4.357 -4.398 -1.498
H -3.974 2.798 1.170
H -3.680 2.827 -0.269
O -4.385 2.913 0.338
H -1.508 0.762 0.406
H -1.117 1.949 -0.276
O -1.881 1.351 -0.328
H 1.389 0.574 0.130
H 1.529 -0.090 -1.107
O 1.800 0.716 -0.689
```

2.
# H9O4S

5 unconnected molecules or ions with the total composition H9O4S (ωB97M-V/def2-TZVPD, the OMol25 dataset).

## Properties
- E_HOMO: -3.22 eV
- Charge: -1
- Lowest unoccupied orbital energy: 0.1204 Ha

Structure (XYZ):
```
14
H9O4S | the OMol25 dataset | ωB97M-V/def2-TZVPD
S -2.699 -0.766 0.650
H -1.898 -0.371 -0.365
H -0.382 -0.311 -2.581
H 0.782 0.142 -1.611
O 0.504 -0.513 -2.266
H 0.162 -0.218 2.776
H -0.603 0.546 1.698
O 0.120 0.635 2.345
H 0.337 -1.842 0.384
H 1.541 -1.388 -0.388
O 1.297 -1.996 0.326
H 0.975 2.207 -0.029
H -0.489 2.148 -0.362
O 0.355 1.725 -0.576
```

Which one sits at the top of the stability order? 2 does.

1.
# C7H12CoIN6O5S

A molecular structure, C7H12CoIN6O5S (ωB97M-V/def2-TZVPD, the OMol25 dataset).

## Properties
- 2S+1: 2
- E_HOMO (spin up / spin down): -12.77 / -12.77 eV
- Charge: +1
- Lowest unoccupied orbital energy (spin up / spin down): -0.1250 / -0.1102 Ha

Structure (XYZ):
```
33
C7H12CoIN6O5S | the OMol25 dataset | ωB97M-V/def2-TZVPD
Co 0.319 0.228 -0.481
N 1.988 -0.992 -0.651
N 2.812 -0.827 0.483
C 2.230 -0.504 1.680
N 3.051 -0.348 2.712
N 0.914 -0.470 1.659
N 0.267 -0.589 2.908
O 0.729 -0.017 3.885
O -0.748 -1.242 2.890
H 1.937 -1.978 -0.896
H 2.420 -0.481 -1.418
H 3.771 -0.572 0.311
H 4.030 -0.561 2.630
H 2.665 -0.046 3.595
C 0.545 3.223 -2.602
S 0.622 2.726 -0.915
O -0.629 1.932 -0.644
O 0.834 3.866 -0.099
O 1.674 1.644 -0.802
H -0.462 3.591 -2.785
H 0.760 2.373 -3.243
H 1.269 4.019 -2.748
I -0.603 -1.466 -3.121
C -1.858 -1.468 -1.460
C -3.099 -2.069 -1.486
C -3.910 -1.912 -0.371
C -3.492 -1.107 0.674
C -2.248 -0.516 0.596
N -1.419 -0.761 -0.415
H -3.428 -2.619 -2.355
H -4.885 -2.378 -0.343
H -4.123 -0.938 1.533
H -1.932 0.256 1.281
```

2.
# C7H12CoIN6O5S

A molecular structure, C7H12CoIN6O5S (ωB97M-V/def2-TZVPD, the OMol25 dataset).

## Properties
- 2S+1: 2
- E_HOMO (spin up / spin down): -12.12 / -12.12 eV
- Charge: +1
- Lowest unoccupied orbital energy (spin up / spin down): -0.1302 / -0.1297 Ha

Structure (XYZ):
```
33
C7H12CoIN6O5S | the OMol25 dataset | ωB97M-V/def2-TZVPD
Co -0.736 0.694 0.015
N 1.133 -0.503 -0.126
N 1.846 -0.333 1.080
C 1.156 -0.033 2.214
N 1.843 0.143 3.332
N -0.158 -0.057 2.057
N -0.947 -0.139 3.192
O -0.592 0.306 4.267
O -2.012 -0.705 3.004
H 1.156 -1.484 -0.386
H 1.585 0.059 -0.842
H 2.812 -0.055 1.008
H 2.839 0.007 3.358
H 1.353 0.414 4.171
C -0.608 3.663 -2.142
S -0.481 3.189 -0.446
O -1.720 2.397 -0.130
O -0.247 4.342 0.348
O 0.587 2.126 -0.345
H -1.641 3.955 -2.318
H -0.341 2.818 -2.770
H 0.059 4.505 -2.306
I -1.710 -0.649 -2.570
C -2.945 -0.826 -0.883
C -4.211 -1.354 -0.914
C -4.898 -1.323 0.300
C -4.363 -0.698 1.403
C -3.114 -0.066 1.313
N -2.381 -0.302 0.205
H -4.641 -1.770 -1.812
H -5.887 -1.760 0.362
H -4.905 -0.643 2.337
H -3.067 0.969 1.644
```

Which one sits at the top of the stability order? 1 does.